Entry 1:
Molecular formula: C21H30ClN3O3S
Method: DFT, ωB97M-V/def2-TZVPD

Structure (XYZ):
```
59
Properties=species:S:1:pos:R:3:forces:R:3:mulliken_charge:R:1
H -1.056 -3.706 2.074 0.000 0.000 0.000 0.4303
O -0.436 0.492 2.916 0.008 -0.001 -0.004 -0.7377
N 2.148 0.344 1.667 0.004 0.012 0.008 0.1659
H -1.848 2.415 -0.226 -0.001 0.000 -0.002 0.3118
S 6.446 -2.256 0.191 -0.002 0.025 -0.018 -0.1810
H -3.357 1.509 -0.337 0.000 -0.001 0.000 0.3574
C 8.988 -2.163 0.341 0.002 0.002 -0.001 -0.5393
O 5.499 -1.483 3.167 0.004 -0.003 0.006 -0.5973
C 5.289 1.127 3.668 -0.005 0.001 0.000 -1.5782
H -1.840 -2.187 1.665 -0.001 0.000 0.000 0.2333
C 0.325 -2.140 1.505 0.007 0.000 -0.005 -0.5437
C 8.128 -3.533 -1.650 0.000 -0.002 -0.001 -1.2299
H -2.311 2.282 2.143 0.002 0.000 0.001 0.3744
C 6.892 1.540 1.783 0.005 0.001 -0.001 -0.9050
C 4.862 3.012 1.143 0.000 -0.003 0.002 -0.9730
H 7.749 1.040 1.341 -0.002 0.001 -0.001 0.3562
H 9.181 -3.704 -1.864 0.000 0.000 0.001 0.3549
C -1.542 0.291 -0.425 0.002 0.005 -0.004 -0.5593
C -2.305 1.345 1.591 -0.005 -0.003 -0.011 -0.6752
C -2.349 1.493 0.071 0.002 0.001 0.007 -0.6670
H 1.432 0.449 2.380 0.002 -0.002 -0.010 0.3741
H 6.718 2.753 0.067 0.001 0.000 0.001 0.4210
C 3.508 2.300 1.160 0.005 0.002 0.000 -1.0223
C -1.016 -2.852 1.398 0.000 0.001 -0.003 -1.3190
H 7.288 2.341 2.414 0.000 0.000 0.001 0.3775
H 4.155 0.267 1.334 -0.002 -0.003 0.000 -0.3182
C 6.218 -0.747 2.508 0.026 0.016 0.015 0.5992
H 7.678 -3.049 -2.518 0.000 0.000 0.001 0.2961
H 4.765 3.873 0.477 -0.001 0.000 -0.001 0.4836
O 2.624 -0.537 -0.368 0.006 0.009 -0.004 -0.7220
H -0.986 0.503 -1.339 -0.001 -0.001 0.000 0.3321
C 6.038 2.145 0.669 -0.004 0.001 0.001 -0.5315
H 1.141 -2.829 1.274 -0.001 0.001 0.001 0.5717
H 5.494 0.621 4.613 0.001 0.002 0.002 0.4917
H 3.225 1.723 3.846 0.001 0.001 0.002 0.5704
C 7.993 -2.687 -0.423 -0.002 0.000 0.003 0.5188
C 3.798 0.941 3.337 0.000 -0.005 0.001 -0.6658
H 5.539 2.178 3.797 0.000 0.000 -0.002 0.5258
C 0.442 -0.969 0.524 -0.017 0.005 0.010 -0.3284
H 5.088 3.434 2.126 0.001 0.001 -0.002 0.3632
H 0.342 -1.358 -0.490 0.002 -0.004 -0.001 0.5710
H 2.758 2.948 1.625 0.001 0.000 0.001 0.2851
H 3.479 -0.018 3.743 0.001 -0.001 -0.002 0.4943
C 3.465 0.936 1.849 -0.005 0.004 -0.005 0.6780
Cl 9.516 -0.637 2.583 0.001 -0.001 0.002 -0.1892
C -1.016 0.587 1.843 -0.004 -0.002 0.013 0.5229
H -2.178 -0.582 -0.610 0.000 -0.001 0.001 0.3329
H 3.191 2.136 0.126 -0.001 -0.002 0.000 0.4677
H 5.679 1.347 0.011 0.001 0.000 0.000 0.2784
H -1.192 -3.219 0.384 0.000 0.000 0.000 0.3141
H 0.482 -1.785 2.522 0.000 0.001 0.001 0.2871
C 7.125 -1.333 1.472 -0.007 -0.039 0.018 0.1189
H 7.645 -4.502 -1.520 0.000 0.000 0.000 0.3108
C 1.845 -0.352 0.557 -0.008 -0.016 0.011 -0.2059
C 8.481 -1.395 1.424 0.002 0.000 -0.004 0.0988
H 10.042 -2.313 0.156 0.000 0.000 0.000 0.3925
N -0.623 0.023 0.676 0.010 -0.003 -0.007 0.2882
N 6.206 0.599 2.662 -0.027 -0.002 -0.021 0.2877
H -3.125 0.729 1.970 0.000 0.002 0.002 0.2513
```
Forces are in eV/Å.

Output
* SMILES string: CC[C@H](C(=O)N[C@H]1CCCCN(C(=O)c2sc(C)cc2Cl)CC1)N1CCCC1=O
* spin multiplicity: 1
* largest force on an atom: 0.0009 hartree/bohr
* DFT total energy: -56236.6667 eV
* E_HOMO: -8.68 eV
* LUMO level: 0.028 Ha
* HOMO-LUMO gap: 9.4 eV
* total charge: 0


Entry 2:
Molecular formula: C24H28N4O4
Method: DFT, ωB97M-V/def2-TZVPD

Structure (XYZ):
```
60
Properties=species:S:1:pos:R:3:forces:R:3:mulliken_charge:R:1
H -2.753 8.034 -3.743 -0.121 0.031 0.048 0.3761
C 3.303 -4.344 1.092 -0.125 -0.032 0.286 -0.8864
C -1.684 8.059 -3.546 0.226 0.030 -0.240 -1.3831
H -4.164 1.146 1.415 -0.031 -0.003 -0.101 0.3852
O 1.774 -4.225 3.569 0.079 -0.198 0.157 -0.6668
C 3.464 -2.970 -1.307 0.095 -0.128 0.007 -1.1381
O -0.218 6.432 -4.472 -0.026 0.002 0.020 -0.6050
C -2.767 1.223 -0.255 -0.237 0.045 0.277 0.8111
N -0.448 -1.526 2.874 -0.061 0.040 0.210 0.1620
H -3.808 2.879 0.307 0.160 -0.192 -0.070 0.1688
H -0.272 0.245 3.953 -0.036 -0.029 0.012 0.4733
H -0.934 0.814 1.662 -0.036 0.019 0.041 0.2848
C -2.571 3.539 -1.161 0.161 0.303 -0.281 0.9980
N 1.669 -2.700 1.863 -0.094 0.367 -0.241 -0.1002
H -0.274 -2.940 4.472 0.108 0.012 -0.090 0.3626
C -1.576 3.297 -2.106 0.050 -0.224 0.007 -0.2220
H -1.521 8.444 -2.541 -0.059 0.052 0.109 0.3735
C 0.336 -2.311 3.807 -0.031 -0.046 0.063 -0.8926
H -3.866 5.020 -0.303 -0.072 0.023 0.067 0.3038
H -4.236 -0.234 0.299 -0.013 0.119 -0.010 0.3440
C 2.531 -3.201 0.895 0.344 -0.330 -0.150 1.0467
C -1.096 6.674 -3.674 -0.051 0.345 -0.054 1.0893
H -0.355 4.156 -3.635 0.051 -0.018 -0.046 0.4383
H 3.541 -2.449 -2.250 0.001 0.039 -0.058 0.4379
H 6.615 -5.659 -1.163 0.037 -0.052 0.117 0.3689
H 2.021 -1.632 -0.479 -0.068 0.107 -0.022 0.4366
C 4.243 -4.115 -1.120 -0.345 0.315 0.203 0.1054
H -3.062 6.839 -1.706 -0.037 0.106 -0.001 0.3381
C -1.711 0.482 2.371 0.032 -0.034 0.318 -0.5109
H -2.928 -2.087 0.654 0.032 -0.006 -0.042 0.4049
H -1.031 -3.219 1.804 -0.029 0.000 -0.004 0.4456
C 4.146 -4.792 0.096 0.047 0.194 -0.389 -0.5280
H -1.202 8.718 -4.263 0.008 -0.021 0.001 0.3359
H 1.153 -1.856 1.623 0.038 -0.154 0.124 0.0229
H 5.298 -6.638 -1.823 -0.026 -0.099 0.086 0.3712
C 2.620 -2.517 -0.320 -0.004 -0.053 0.079 -0.3306
N -2.735 -0.313 1.717 -0.017 0.141 -0.141 -0.0009
H -1.812 -0.617 4.221 0.055 0.021 -0.010 0.3433
H 6.542 -5.984 -2.905 -0.014 0.022 -0.002 0.3428
O -1.925 0.691 -0.942 0.109 -0.129 -0.112 -0.6502
C -3.093 4.828 -1.035 -0.024 -0.173 0.086 -1.0680
C 1.337 -3.211 3.077 -0.220 0.235 0.070 0.6393
H -1.387 -1.243 0.366 -0.081 -0.085 0.033 0.2546
C 5.129 -4.540 -2.229 0.221 -0.242 -0.071 1.1422
H 4.731 -5.679 0.279 0.068 -0.097 0.007 0.3342
C -3.561 0.459 0.811 0.094 -0.203 0.077 -1.1008
N -3.083 2.551 -0.317 -0.351 0.225 0.231 -0.1155
C 5.950 -5.789 -2.015 0.080 0.096 -0.303 -1.3719
C -1.640 5.623 -2.780 0.039 -0.534 0.134 0.1016
C -2.138 -1.500 1.126 0.106 -0.341 0.104 -0.5533
H 0.923 -1.635 4.437 -0.040 -0.043 -0.010 0.4019
C -1.125 4.330 -2.898 -0.111 0.320 0.015 -0.9836
C -1.052 -0.348 3.469 0.014 0.341 -0.104 -1.0759
C -2.636 5.856 -1.832 0.181 -0.024 -0.177 -0.5719
H 3.233 -4.874 2.028 -0.003 -0.004 0.020 0.5183
O 5.192 -3.912 -3.264 0.000 -0.024 0.027 -0.6147
H -1.169 2.306 -2.213 0.004 -0.006 0.006 0.5188
H -2.181 1.364 2.815 0.026 0.015 -0.005 0.4074
C -1.483 -2.321 2.231 -0.176 -0.013 -0.297 -0.8881
H -2.253 -2.629 2.959 0.072 -0.026 -0.010 0.3691
```
Forces are in eV/Å.

Output
* SMILES string: CC(=O)c1ccc(NC(=O)CN2CCN(CC(=O)Nc3ccc(C(C)=O)cc3)CC2)cc1
* spin multiplicity: 1
* largest force on an atom: 0.0107 hartree/bohr
* DFT total energy: -39494.1702 eV
* E_HOMO: -8.58 eV
* LUMO level: 0.004 Ha
* HOMO-LUMO gap: 8.7 eV
* total charge: 0


Entry 3:
Molecular formula: C17H34BBeBrCaClF16NNaNbO14PS2
Method: DFT, ωB97M-V/def2-TZVPD

Structure (XYZ):
```
92
Properties=species:S:1:pos:R:3:forces:R:3:mulliken_charge:R:1
B -6.609 2.582 -5.969 -0.524 -0.037 -0.260 0.5659
S -3.562 7.122 -1.896 -0.115 -0.026 -2.800 1.1489
F -6.611 3.698 -6.862 0.112 -0.578 0.539 -0.4120
C -0.501 1.089 -2.818 -0.759 3.265 -1.479 0.5560
C -1.541 -2.845 1.630 0.465 -0.082 0.814 -1.0185
H 2.775 -5.442 8.697 0.000 -0.013 0.092 0.2991
F -0.057 0.888 -4.110 -0.525 0.198 2.667 -0.1985
H 3.231 -3.870 10.232 0.001 0.067 0.055 0.2579
H -1.467 -3.261 -1.043 1.304 -0.508 0.752 0.4226
P -4.065 3.175 4.210 0.292 0.150 -0.535 0.7832
C 6.924 -3.801 -1.594 -0.163 0.352 -0.127 -0.4721
O -4.013 3.730 5.637 -0.361 -0.599 -0.168 -0.4927
C 0.911 7.438 -3.011 0.291 0.019 0.061 -0.3738
F -6.851 1.381 -6.702 0.227 0.662 0.455 -0.3947
H -4.321 3.103 -3.064 0.074 0.054 -0.124 0.1986
H 1.212 -1.349 0.255 -0.040 0.559 -0.208 0.0730
F 3.975 -3.743 -3.644 -0.816 2.798 -0.648 -0.2198
C -4.230 4.186 -3.148 -0.188 0.471 0.201 -1.1861
H 1.600 -5.916 7.485 -0.027 0.199 -0.041 0.2983
N 6.615 -5.008 -0.784 -0.069 -0.069 0.026 0.9337
H -0.129 7.145 -3.161 0.111 -0.105 0.036 0.0287
F -0.248 -2.726 -4.133 1.976 -0.249 0.590 -0.3165
H 7.111 -4.130 -2.615 0.094 0.003 0.125 0.2889
O -3.489 1.757 4.206 0.236 0.308 0.414 -0.4437
O 2.676 -3.280 -0.972 -2.514 1.358 -0.973 -0.7083
C -2.919 4.663 -2.559 -0.544 -1.266 -0.344 0.1693
C 1.047 -2.914 -3.524 -0.702 -0.301 -2.027 0.5022
H 2.399 -4.198 -1.169 0.348 0.409 0.013 0.2570
H 2.360 6.968 -1.811 -0.129 -0.146 0.077 0.2740
O 7.475 -5.869 -0.725 -0.301 0.183 0.068 -0.5753
F 1.951 -3.453 -5.662 0.551 1.448 1.539 -0.3312
H -0.898 -4.854 1.020 1.209 1.388 0.137 0.3662
Br -6.233 0.083 -0.896 2.693 -0.156 -1.779 -0.2960
C 0.817 -5.956 9.473 -0.030 0.123 0.181 -1.0461
H 2.186 -0.625 -1.937 -0.691 0.481 -0.106 0.1615
H -2.485 -3.430 1.910 1.315 0.777 -0.692 0.2905
O -5.516 3.124 3.725 0.159 0.429 0.395 -0.4667
Na 2.762 -3.434 3.453 0.272 0.176 0.257 1.0290
O 1.406 -4.002 8.103 0.042 0.019 -0.294 -0.4089
Cl 1.093 -3.711 1.787 -0.173 -0.525 -0.558 -0.3600
H 1.222 -2.099 8.756 -0.077 -0.161 -0.136 0.3295
F 4.282 -2.671 -5.558 -1.138 0.657 2.213 -0.3101
O -3.340 6.846 -0.487 0.177 -0.401 0.496 -0.6413
C 2.923 -2.950 9.729 0.078 -0.235 0.061 -0.9974
C -0.416 -3.575 -0.702 -1.253 0.048 0.651 -1.0632
H -1.648 8.505 -1.956 -0.042 -0.002 -0.025 0.1951
O 1.443 6.692 -1.923 -0.091 -0.011 0.140 -0.4381
H 6.072 -3.127 -1.556 0.028 -0.176 0.036 0.0350
Ca -1.571 5.712 0.628 -0.622 -0.455 0.604 0.8944
F 5.652 -1.194 -4.205 -2.322 -0.228 1.070 -0.2887
H -1.067 -2.545 2.625 -0.788 -0.252 -1.357 0.2943
F 1.173 -4.351 -3.426 0.076 2.065 -0.121 -0.3195
H 0.956 8.507 -2.785 -0.091 0.073 -0.186 0.2645
H -2.855 4.423 -1.490 0.012 0.093 0.047 -0.0169
O 5.527 -5.051 -0.240 0.342 -0.164 0.032 -0.5076
C 1.516 -3.066 9.167 0.066 0.105 0.047 -0.3322
H 0.967 -5.484 10.446 0.028 -0.080 -0.006 0.2652
O -4.880 7.224 -2.446 0.624 -0.083 1.126 -0.5354
H 1.021 -7.023 9.584 -0.005 0.058 -0.030 0.3819
C 3.649 -2.528 -4.288 0.889 -1.590 -2.016 0.7678
C -0.496 -3.790 0.861 -3.473 -0.672 -0.874 0.3165
H -2.670 8.679 -3.423 -0.077 -0.135 0.069 0.3330
H -4.304 4.467 -4.200 0.043 -0.254 0.053 0.3819
H -5.083 4.633 -2.634 0.024 -0.113 0.007 0.3971
C -2.665 8.581 -2.338 0.140 -0.022 0.209 -0.8664
H -0.237 -4.581 -1.230 0.117 1.435 0.668 0.4280
O -2.117 -1.103 -2.390 -0.474 1.617 -0.714 -0.4255
F 3.788 -0.040 -3.851 0.587 -2.655 0.168 -0.1989
F 0.334 2.009 -2.158 -1.525 -2.372 -1.487 -0.2077
H -1.810 -1.899 1.077 0.432 -1.108 0.439 0.1564
Be -4.191 -0.027 -2.241 -0.825 -0.555 1.689 0.6703
C 2.097 -2.454 -4.629 -1.736 -1.829 -2.907 0.6136
H 3.643 -2.759 8.929 -0.063 0.073 0.033 0.2672
H -3.174 9.431 -1.885 -0.060 -0.132 0.027 0.4139
H 0.795 -3.301 9.956 0.048 -0.030 0.036 0.2920
F -5.335 2.496 -5.320 -0.355 -0.044 -0.150 -0.3402
C 1.721 -5.352 8.413 -0.086 -0.040 0.057 -0.2894
Nb 1.094 -2.008 -1.443 3.498 -3.827 2.482 -0.5629
H 1.479 7.225 -3.919 -0.167 0.121 -0.118 0.3112
O -2.707 6.072 -2.769 -0.029 1.275 0.956 -0.1273
H -0.234 -5.823 9.204 0.079 -0.051 -0.054 0.2965
F 4.612 -1.383 -2.255 -0.884 -0.139 -2.746 -0.1597
S -0.860 -0.451 -1.832 -2.207 0.268 3.872 0.8436
H -2.096 4.145 -3.055 0.122 0.448 0.098 0.0529
H 7.808 -3.334 -1.161 0.012 -0.156 -0.109 0.3136
O -3.246 4.079 3.283 0.156 0.173 -0.707 -0.4286
O -1.231 0.090 -0.451 1.089 -0.564 -3.005 -0.5803
F -1.753 1.775 -2.939 1.987 -1.191 0.174 -0.1724
C 4.356 -1.274 -3.630 2.832 1.906 1.187 0.3861
F -7.630 2.757 -4.986 0.682 -0.079 -0.492 -0.4142
H 2.977 -2.138 10.457 -0.019 -0.035 -0.068 0.3869
F 1.725 -1.280 -5.328 1.136 -1.811 2.230 -0.2481
```
Forces are in eV/Å.

Output
* spin multiplicity: 1
* largest force on an atom: 0.1118 hartree/bohr
* DFT total energy: -230813.3397 eV
* E_HOMO: -3.09 eV
* LUMO level: -0.046 Ha
* HOMO-LUMO gap: 1.8 eV
* total charge: -1